1.
Formula: C25H35N5O5
Source: the OMol25 dataset
Level of theory: the ωB97M-V functional and the def2-TZVPD basis

Element x y z (Å)
1 C 5.239 -3.961 -0.019
2 C 4.797 -3.234 1.248
3 O 3.450 -3.501 1.587
4 C 2.451 -2.888 0.906
5 C 2.615 -1.934 -0.086
6 C 1.513 -1.394 -0.742
7 C 0.233 -1.773 -0.372
8 C 0.047 -2.690 0.656
9 C 1.149 -3.278 1.281
10 O 1.020 -4.195 2.296
11 C 0.399 -5.425 1.934
12 C 0.167 -6.224 3.205
13 H -0.510 -5.691 3.867
14 H -0.263 -7.191 2.958
15 H 1.111 -6.372 3.722
16 H 1.065 -5.974 1.253
17 H -0.548 -5.240 1.414
18 O -1.246 -3.013 0.997
19 C -1.625 -2.663 2.326
20 C -3.002 -3.248 2.593
21 H -3.712 -2.871 1.861
22 H -2.971 -4.332 2.519
23 H -3.332 -2.968 3.589
24 H -1.651 -1.566 2.408
25 H -0.895 -3.048 3.047
26 H -0.652 -1.350 -0.822
27 C 1.775 -0.348 -1.772
28 O 2.743 0.391 -1.720
29 N 0.855 -0.270 -2.758
30 H 0.099 -0.935 -2.792
31 C 0.895 0.725 -3.805
32 C -0.398 1.550 -3.806
33 O -1.216 1.392 -4.697
34 N -0.585 2.413 -2.794
35 C 0.264 2.637 -1.648
36 H 1.258 2.219 -1.793
37 C -0.374 2.035 -0.396
38 H 0.267 2.243 0.460
39 H -0.463 0.954 -0.497
40 C -1.786 2.606 -0.154
41 C -1.708 4.031 0.312
42 C -2.017 4.413 1.590
43 N -1.818 5.767 1.635
44 C -1.397 6.135 0.398
45 N -1.319 5.120 -0.415
46 H -1.161 7.147 0.135
47 H -1.952 6.364 2.434
48 C -2.458 3.512 2.684
49 H -1.973 3.762 3.631
50 H -3.542 3.586 2.829
51 C -2.081 2.082 2.240
52 N -2.448 1.784 0.871
53 H -3.454 1.880 0.770
54 H -1.000 1.951 2.333
55 H -2.571 1.348 2.884
56 C -2.606 2.480 -1.448
57 C -1.867 3.071 -2.647
58 H -2.437 2.914 -3.563
59 H -1.699 4.138 -2.483
60 H -3.563 2.992 -1.327
61 H -2.801 1.420 -1.624
62 H 0.352 3.720 -1.512
63 H 1.783 1.340 -3.650
64 H 0.961 0.237 -4.784
65 H 3.588 -1.584 -0.388
66 H 4.968 -2.155 1.159
67 H 5.367 -3.605 2.105
68 H 4.672 -3.620 -0.882
69 H 5.082 -5.030 0.096
70 H 6.295 -3.776 -0.197

Its spin multiplicity is 1. Its gap between HOMO and LUMO is 9.041 eV. For the HOMO energy, the calculation gives -8.47 eV. For the energy above the lowest of the compared OMol25 structures with the same formula, charge and spin, the calculation gives 3.1 kcal per mole. The value obtained for the LUMO energy is 0.5758 eV. As for the max |F|: 0.014 hartree/bohr.


2.
Formula: C3H2FO2Pd
Source: the OMol25 dataset
Level of theory: the ωB97M-V functional and the def2-TZVPD basis

Element x y z (Å)
1 C 1.402 0.199 -0.022
2 C -1.080 0.312 0.164
3 O 0.600 1.048 0.475
4 O 0.775 -0.826 -0.580
5 C -0.588 -0.938 -0.226
6 H -1.709 0.451 1.046
7 F -1.539 1.146 -0.857
8 H -0.777 -1.799 0.417
9 Pd 2.916 0.407 -0.417

The expectation value of S² is 2.006. Its spin multiplicity is 3. Its gap between HOMO and LUMO (alpha / beta) is 9.119 / 9.171 eV. For the HOMO energy (alpha / beta), the calculation gives -14.05 / -16.22 eV. For the energy above the lowest of the compared OMol25 structures with the same formula, charge and spin, the calculation gives 0.0 kcal per mole. Its total charge is +1. The value obtained for the LUMO energy (alpha / beta) is -4.9292 / -7.0500 eV. As for the max |F|: 0.264 hartree/bohr.


3.
Formula: C9H12ClO13
Source: the OMol25 dataset
Level of theory: the ωB97M-V functional and the def2-TZVPD basis

Element x y z (Å)
1 Cl -1.080 1.723 -0.447
2 O -0.689 3.135 -0.371
3 O -2.397 1.434 -0.133
4 O -0.885 1.210 -1.745
5 O -0.242 1.021 0.463
6 C 1.600 -3.528 -2.235
7 C 2.769 -3.095 -3.064
8 O 3.769 -3.657 -2.241
9 C 3.345 -4.783 -1.558
10 O 4.034 -5.673 -1.048
11 O 2.000 -4.768 -1.587
12 H 0.750 -3.818 -2.852
13 H 1.198 -2.924 -1.421
14 H 2.737 -2.006 -3.038
15 H 2.725 -3.503 -4.074
16 C 3.962 4.418 -2.187
17 C 4.204 2.926 -2.172
18 O 5.288 2.898 -3.002
19 C 5.955 4.016 -3.010
20 O 7.031 4.201 -3.514
21 O 5.245 4.939 -2.435
22 H 3.723 4.630 -1.144
23 H 3.200 4.665 -2.925
24 H 3.365 2.349 -2.561
25 H 4.251 2.573 -1.142
26 C -6.213 -0.484 4.153
27 C -5.959 -0.515 5.675
28 O -6.803 -1.700 6.077
29 C -7.720 -1.745 5.078
30 O -8.746 -2.453 5.052
31 O -7.449 -0.882 4.010
32 H -5.555 -1.050 3.494
33 H -6.201 0.579 3.916
34 H -6.312 0.440 6.064
35 H -4.900 -0.573 5.926

Its spin multiplicity is 1. Its gap between HOMO and LUMO is 8.345 eV. For the HOMO energy, the calculation gives -6.10 eV. For the energy above the lowest of the compared OMol25 structures with the same formula, charge and spin, the calculation gives 53.7 kcal per mole. Its total charge is -1. The value obtained for the LUMO energy is 2.2470 eV. As for the max |F|: 0.112 hartree/bohr.


4.
Formula: C17H24N2O5S
Source: the OMol25 dataset
Level of theory: the ωB97M-V functional and the def2-TZVPD basis

Element x y z (Å)
1 C 2.598 2.785 0.791
2 H 2.852 3.284 1.718
3 H 3.490 2.582 0.215
4 H 1.873 3.367 0.235
5 S 1.836 1.216 1.281
6 O 2.755 0.509 2.123
7 O 0.547 1.506 1.838
8 N 1.568 0.312 -0.107
9 C 0.974 1.069 -1.189
10 H 1.702 1.719 -1.695
11 H 0.571 0.365 -1.925
12 C -0.175 1.947 -0.683
13 O -0.131 3.158 -0.772
14 N -1.231 1.250 -0.242
15 H -1.083 0.276 -0.025
16 C -2.309 1.900 0.487
17 C -3.602 1.173 0.245
18 C -4.490 1.613 -0.725
19 C -5.680 0.941 -0.994
20 C -5.939 -0.189 -0.259
21 C -5.048 -0.643 0.716
22 C -3.877 0.018 0.985
23 H -3.199 -0.333 1.745
24 O -5.547 -1.782 1.291
25 C -6.785 -2.025 0.659
26 O -7.019 -1.031 -0.315
27 H -7.593 -2.004 1.409
28 H -6.765 -3.016 0.177
29 H -6.371 1.288 -1.744
30 H -4.255 2.503 -1.286
31 H -2.353 2.928 0.123
32 H -2.057 1.912 1.553
33 C 2.549 -0.696 -0.507
34 C 2.481 -1.899 0.433
35 C 3.423 -2.997 -0.052
36 C 4.852 -2.471 -0.136
37 C 4.920 -1.268 -1.071
38 C 3.981 -0.165 -0.588
39 H 4.025 0.685 -1.274
40 H 4.285 0.163 0.406
41 H 5.942 -0.886 -1.115
42 H 4.635 -1.575 -2.081
43 H 5.520 -3.257 -0.493
44 H 5.182 -2.170 0.860
45 H 3.378 -3.845 0.633
46 H 3.105 -3.345 -1.039
47 H 2.764 -1.578 1.434
48 H 1.453 -2.265 0.471
49 H 2.247 -1.030 -1.509

Its spin multiplicity is 1. Its gap between HOMO and LUMO is 8.834 eV. For the HOMO energy, the calculation gives -8.16 eV. For the energy above the lowest of the compared OMol25 structures with the same formula, charge and spin, the calculation gives 38.4 kcal per mole. The value obtained for the LUMO energy is 0.6696 eV. As for the max |F|: 0.025 hartree/bohr.